The following is a DFT calculation (ωB97M-V/def2-TZVPD) of a molecular structure, C35H29F4GeN5O4S2SbSe4Tl.

CARTESIAN COORDINATES (ANGSTROEM)
Tl1 -0.31 0.18 -0.07
F1 0.06 -0.07 -5.43
C1 -0.38 0.71 -4.41
C2 0.19 0.55 -3.17
C3 -0.28 1.26 -2.07
C4 -1.27 2.24 -2.28
C5 -1.80 2.38 -3.56
F2 -2.79 3.29 -3.78
C6 -1.42 1.60 -4.62
C7 -1.58 3.10 -1.13
C8 -1.86 4.46 -1.26
C9 -2.00 5.23 -0.12
C10 -1.88 4.63 1.12
C11 -1.63 3.27 1.16
N1 -1.48 2.53 0.07
H1 1.03 -0.11 -3.07
H2 -1.89 1.68 -5.59
H3 -1.94 4.91 -2.23
H4 -2.20 6.29 -0.20
H5 -1.98 5.20 2.03
H6 -1.54 2.74 2.10
C12 1.00 -4.20 1.93
C13 1.33 -2.74 2.05
N2 2.57 -2.45 2.48
O1 0.52 -1.85 1.81
H7 1.14 -4.70 2.89
H8 1.66 -4.67 1.20
H9 -0.03 -4.32 1.61
H10 3.30 -3.15 2.45
H11 2.86 -1.48 2.48
O2 1.12 9.47 3.39
S1 2.44 8.90 3.10
O3 2.67 8.60 1.70
O4 3.55 9.56 3.77
C14 2.28 7.28 3.94
N3 2.34 7.30 5.26
C15 2.12 6.16 5.89
C16 1.85 4.98 5.23
C17 1.81 5.05 3.84
N4 2.01 6.21 3.21
C18 1.59 3.88 2.97
C19 1.19 2.64 3.47
C20 0.99 1.60 2.58
N5 1.16 1.72 1.27
C21 1.57 2.89 0.79
C22 1.80 3.99 1.59
H12 2.17 6.20 6.98
H13 1.71 4.06 5.77
H14 1.01 2.48 4.52
H15 0.68 0.63 2.94
H16 1.72 2.93 -0.28
H17 2.13 4.94 1.19
F3 -1.44 -1.78 -2.73
C23 -1.48 -1.64 -1.33
F4 -2.74 -1.07 -1.10
H18 -1.59 -2.68 -0.95
S2 2.33 -0.60 -0.69
Ge1 -2.13 -0.48 1.81
C24 -4.03 -0.06 1.41
C25 -4.89 -1.12 1.21
C26 -6.23 -0.92 0.91
C27 -6.72 0.37 0.81
C28 -5.87 1.44 0.99
C29 -4.54 1.23 1.28
C30 -1.85 0.04 3.72
C31 -2.48 1.14 4.28
C32 -2.23 1.53 5.59
C33 -1.32 0.83 6.36
C34 -0.69 -0.29 5.82
C35 -0.97 -0.67 4.52
H19 -2.25 -2.01 1.98
H20 -4.50 -2.13 1.27
H21 -6.88 -1.77 0.73
H22 -7.77 0.53 0.57
H23 -6.24 2.45 0.88
H24 -3.88 2.08 1.37
H25 -3.20 1.70 3.70
H26 -2.74 2.39 6.01
H27 -1.11 1.15 7.37
H28 0.01 -0.85 6.43
H29 -0.48 -1.54 4.11
Se1 -0.17 -4.74 -4.35
Sb1 1.09 -2.81 -3.68
Se2 2.98 -3.97 -1.07
Se3 2.98 -2.21 -5.03
Se4 1.38 -2.43 -0.96

## Properties
- Spin multiplicity: 1
- HOMO level (spin up / spin down): -3.38 / -3.38 eV
- ΔE to the lowest compared entry with this formula, charge and spin: 73.6 kcal per mole
- Net charge: -2
- LUMO (spin up / spin down): 1.86 / 1.86 eV
- Orbital gap (spin up / spin down): 5.24 / 5.24 eV

---

The following is a DFT calculation (ωB97M-V/def2-TZVPD) of 2 unconnected molecules or ions with the total composition C4H14N2O.

CARTESIAN COORDINATES (ANGSTROEM)
C1 -1.95 -0.48 -0.37
C2 -0.84 0.43 0.16
C3 0.26 -0.47 0.89
C4 0.71 -1.74 0.11
N1 2.05 -1.61 -0.38
N2 -1.26 1.38 1.14
H1 -1.86 -1.48 0.02
H2 -2.93 -0.07 -0.11
H3 -2.00 -0.35 -1.45
H4 -0.29 1.04 -0.56
H5 -0.19 -0.85 1.82
H6 1.13 0.13 1.15
H7 0.71 -2.57 0.81
H8 0.04 -2.02 -0.69
H9 2.79 -1.81 0.27
H10 2.25 -0.73 -0.85
H11 -0.56 2.08 1.35
H12 -1.68 0.89 1.93
H13 0.57 3.21 -1.77
H14 1.71 2.25 -2.10
O1 1.33 2.77 -1.38

## Properties
- Spin multiplicity: 2
- <S²>: 0.76
- HOMO level (spin up / spin down): -14.32 / -13.05 eV
- ΔE to the lowest compared entry with this formula, charge and spin: 16.9 kcal per mole
- Net charge: +1
- LUMO (spin up / spin down): -2.80 / -8.12 eV
- Orbital gap (spin up / spin down): 11.52 / 4.93 eV

---

Among the records above, which one has the lowest ΔE to the lowest compared entry with this formula, charge and spin? C4H14N2O